1.
Formula: C24H30AsNaSSb
Source: OMol25
Level of theory: ωB97M-V/def2-TZVPD

The gap between HOMO and LUMO comes out at 8.658 eV. Its total charge is +1. As for the multiplicity: 1.

```
58
Properties=species:S:1:pos:R:3:mulliken_charge:R:1
H -6.82 1.00 3.02 0.37
H -3.43 -1.92 -5.15 0.44
H -0.71 1.71 -1.93 0.26
H -8.23 -0.89 2.33 0.40
C -3.10 3.69 -2.77 -0.72
H -4.75 4.58 -3.80 0.40
H -3.43 1.43 2.43 0.23
As 2.46 -1.64 1.39 0.68
C -2.60 -3.22 0.00 -1.37
C -4.82 -0.32 0.64 0.48
C -5.62 -1.38 0.25 -0.15
C -2.81 -2.83 -1.43 0.62
H -7.47 -2.42 0.54 0.44
S 2.47 0.37 0.73 -0.53
H 2.38 -2.79 -0.83 0.36
H 1.45 -2.97 3.26 0.38
C 1.77 -2.87 0.07 -0.78
C -1.21 2.62 -1.55 -1.27
C -4.42 3.76 -3.17 -0.67
H -2.66 -4.84 -2.13 0.41
H -6.36 2.84 -3.07 0.44
H -2.46 -4.29 0.11 0.45
C -2.81 -3.81 -2.42 -0.71
H -2.40 4.46 -3.09 0.37
H -3.03 -4.27 -4.49 0.39
Na -0.04 0.33 0.31 0.60
C -4.89 1.76 -1.95 -0.26
C -5.24 0.56 1.65 0.55
C -6.85 -1.60 0.85 -0.97
C -4.41 1.74 2.06 -1.45
C -2.65 2.66 -1.96 0.74
H -1.72 -2.73 0.44 0.09
C 1.38 -1.93 2.95 -0.96
H -5.60 1.00 -1.64 0.48
C -7.27 -0.74 1.85 -0.71
H 0.73 -2.64 -0.17 0.07
H 0.33 -1.69 2.74 0.26
H -3.45 -0.15 -3.43 0.44
H -3.46 -2.94 0.63 0.29
H 1.82 -3.89 0.47 0.38
H -0.65 3.46 -1.96 0.43
H 1.75 -1.27 3.75 0.35
C 4.21 -2.27 1.83 -1.01
H -4.90 2.30 2.86 0.44
C -3.26 -1.18 -3.14 -0.64
H -1.10 2.67 -0.46 0.18
C -3.03 -1.50 -1.81 0.82
C -3.03 -3.49 -3.75 -0.65
H 4.16 -3.30 2.16 0.38
H -4.26 2.42 1.22 0.29
Sb -2.97 0.04 -0.34 1.04
C -6.48 0.33 2.24 -0.70
H -5.29 -2.05 -0.54 0.42
C -5.33 2.80 -2.76 -0.82
C -3.56 1.68 -1.55 0.15
C -3.25 -2.17 -4.11 -0.89
H 4.84 -2.18 0.94 0.35
H 4.62 -1.63 2.62 0.36
```

2.
Formula: C24H30BFIO5Tb
Source: OMol25
Level of theory: ωB97M-V/def2-TZVPD

The gap between HOMO and LUMO (alpha / beta) comes out at 7.600 / 7.644 eV. As for the multiplicity: 7.

```
63
Properties=species:S:1:pos:R:3:mulliken_spin:R:1
C 1.57 -3.51 -3.39 0.00
O -2.10 0.72 -1.21 -0.01
H -0.48 -0.54 5.37 0.00
C -0.30 -2.87 -2.03 -0.01
H 4.61 2.24 1.60 0.00
C 1.61 -0.93 5.15 0.00
C 1.10 -4.81 -3.45 0.00
H 3.51 -0.36 0.54 0.00
H -2.41 3.55 -2.98 0.00
H 3.08 -2.58 2.61 0.00
H 2.49 -3.24 -3.90 0.00
O -1.93 2.14 0.55 -0.01
H 1.91 2.85 1.82 0.00
H -0.92 -2.11 -1.55 0.01
H 5.00 1.42 0.09 0.00
C 4.19 1.70 0.75 0.00
H 0.95 2.43 0.38 0.00
H -4.27 2.67 1.47 0.00
C 0.96 -2.22 2.75 -0.01
H 1.40 -3.51 1.11 0.00
C -0.03 -1.63 3.56 0.01
H 3.38 3.61 0.02 0.00
C 0.89 -2.54 -2.66 0.01
C 0.61 -2.85 1.46 -0.01
H -3.88 1.03 -3.25 0.00
Tb 0.27 -0.69 0.30 5.92
C -2.82 1.91 -1.61 0.00
C 1.49 -1.14 -2.59 -0.01
O 2.00 0.87 1.22 0.03
C -4.11 1.50 -2.30 0.00
H -4.68 0.80 -1.70 0.00
C -3.01 2.66 -0.26 0.00
C 2.29 -2.13 3.20 0.00
H 3.67 0.17 2.23 0.00
C 3.40 0.48 1.23 0.00
I -0.83 -7.09 -2.90 0.00
C -0.80 -4.17 -2.10 -0.01
H -3.64 4.59 -1.00 0.00
H 1.64 -5.56 -4.02 0.00
H -3.02 4.59 0.66 0.00
O 1.53 -0.62 -1.40 0.02
C 0.29 -0.99 4.75 0.00
H -4.73 2.38 -2.50 0.00
C -2.88 4.17 -0.34 0.00
C 3.13 2.55 0.05 0.00
C -4.31 2.28 0.45 0.00
C 1.90 2.27 0.89 0.00
H -1.69 1.99 -3.43 0.00
H 3.64 -1.45 4.74 0.00
C -1.92 2.66 -2.59 0.00
O 1.92 -0.63 -3.60 0.00
F 1.92 -0.32 6.31 0.00
C -0.09 -5.13 -2.80 0.00
H -0.31 -3.43 1.55 0.00
H 2.96 2.20 -0.97 0.00
H -4.40 1.20 0.51 0.00
H -5.18 2.70 -0.05 0.00
H -1.73 -4.43 -1.62 0.00
H -1.90 4.47 -0.69 0.00
H -1.07 -1.70 3.26 0.00
H -0.98 2.93 -2.11 0.00
B -1.50 0.92 0.04 0.07
C 2.61 -1.50 4.39 0.00
```

3.
Formula: C24H30BN9Pt
Source: OMol25
Level of theory: ωB97M-V/def2-TZVPD

The gap between HOMO and LUMO (alpha / beta) comes out at 6.041 / 6.276 eV. Its total charge is +1. As for the multiplicity: 2.

```
65
Properties=species:S:1:pos:R:3:mulliken_spin:R:1
Pt -0.04 0.02 0.31 0.60
C -1.25 2.88 -0.51 -0.01
C -0.59 -2.27 3.49 0.01
C -1.37 2.71 -2.69 0.00
H 3.48 -0.40 -0.40 0.00
C 1.22 3.17 4.17 0.06
H -1.55 2.82 -3.74 0.00
N 0.33 -0.39 2.21 0.17
C 3.15 3.57 2.60 0.00
H 3.33 4.42 3.24 0.00
H -1.02 0.65 4.33 0.00
H -1.30 3.19 0.52 0.00
C -2.45 -2.57 -2.39 0.00
C 0.80 -2.62 1.45 0.06
H -2.40 -2.54 -0.16 0.00
H 1.07 -3.63 1.75 0.00
H 0.98 2.34 -4.47 0.00
H 2.24 1.23 1.61 -0.01
H 4.37 -0.55 -2.96 0.00
H 1.48 4.09 4.68 0.00
C 0.14 2.42 4.63 -0.01
N -1.30 -1.08 -1.21 0.15
C -0.76 0.54 -6.55 0.00
C 1.65 1.58 2.44 0.02
H 2.14 -2.72 3.83 0.00
H -0.22 3.75 6.27 0.00
C 0.60 -1.73 2.69 -0.06
H -0.76 2.09 6.54 0.00
C -1.69 3.55 -1.65 0.00
H -0.72 -1.72 4.42 0.00
H -2.17 4.51 -1.71 0.00
C -0.67 2.88 5.80 0.00
N 1.21 0.10 -2.57 0.00
N -0.77 1.62 -2.20 -0.01
H 2.14 -0.10 -4.45 0.00
H -1.68 3.15 5.48 0.00
C 0.10 1.64 -6.39 0.00
H -1.50 -2.19 2.90 0.00
H -0.42 -3.32 3.74 0.00
C 3.38 -0.35 -2.62 0.00
H 1.61 -2.22 0.82 0.00
N 1.63 0.00 -1.30 -0.02
C -0.17 1.23 3.99 0.05
C 1.89 -1.71 3.53 0.01
N -0.99 -0.03 -5.39 0.00
H -1.80 -1.62 -4.32 0.00
H -3.08 -3.40 -2.66 0.00
H 2.71 -1.30 2.93 0.00
C 2.93 -0.27 -1.31 0.00
C 0.36 1.67 -5.04 0.00
C -1.81 -1.70 -3.25 0.00
N -1.13 -0.81 -2.52 -0.02
H 0.47 2.30 -7.15 0.00
H 4.05 2.95 2.58 0.00
N -0.70 1.73 -0.87 0.17
H -0.12 -2.66 0.86 -0.02
H 1.76 -1.10 4.42 0.00
B -0.26 0.37 -2.98 -0.03
H 2.98 3.92 1.58 0.00
C 0.58 0.78 2.89 -0.08
H -1.20 0.17 -7.45 0.00
C 1.98 2.77 3.08 0.00
C 2.26 -0.12 -3.39 0.00
C -2.10 -2.14 -1.12 -0.01
N -0.31 0.65 -4.46 0.00
```

4.
Formula: C24H30BrClCoI2O4
Source: OMol25
Level of theory: ωB97M-V/def2-TZVPD

The gap between HOMO and LUMO (alpha / beta) comes out at 6.806 / 7.152 eV. As for the multiplicity: 2.

```
63
Properties=species:S:1:pos:R:3:mulliken_spin:R:1
C -5.69 -0.55 -0.68 0.00
H 5.85 -1.57 0.58 0.00
H -5.20 -3.23 -0.71 0.00
C -3.56 -1.88 -0.69 0.00
H -0.08 3.49 1.78 0.00
C 7.50 1.24 0.63 0.00
H -4.16 -7.37 1.48 0.00
C -0.92 3.01 1.30 0.00
H -4.39 1.16 -2.23 0.00
C -3.56 -6.47 1.34 0.00
C 6.65 -1.08 1.15 0.00
H 8.42 0.81 0.26 0.00
H -6.32 -4.50 0.71 0.00
Br 0.18 -2.56 0.91 0.00
O 1.69 0.37 0.96 0.00
H -5.23 -7.05 -0.68 0.00
H -3.44 1.00 -0.73 0.00
C -2.27 -3.99 0.68 0.00
C -4.74 -1.41 -2.84 0.00
C 7.34 2.62 0.63 0.00
H 6.07 4.27 1.10 0.00
H -5.35 -0.69 -3.40 0.00
Co 0.00 -0.02 0.28 0.97
H -5.31 -2.34 -2.76 0.00
H -3.81 -6.27 -1.42 0.00
C 2.20 1.24 1.77 0.01
H -3.83 -1.62 -3.41 0.00
Cl 8.62 3.63 0.00 0.00
C -5.66 -5.15 1.29 0.00
C 6.50 0.42 1.11 0.00
C -4.17 -3.10 -0.39 0.00
C 5.16 2.38 1.59 0.00
H -1.82 3.62 1.27 0.00
C -4.37 -5.46 0.53 0.00
C 6.18 3.20 1.11 0.00
C 5.32 1.01 1.59 0.00
H -1.72 -4.76 1.22 0.00
I -1.37 1.28 2.44 0.03
C -3.70 0.51 -1.68 0.00
O 1.89 2.43 1.86 0.00
H -3.29 -6.08 2.32 0.00
H -5.37 -5.44 -1.41 0.00
C -4.71 -6.09 -0.83 0.00
C -3.58 -4.16 0.29 0.00
C 3.24 0.65 2.71 0.00
H -2.78 0.41 -2.26 0.00
H 4.25 2.84 1.95 0.00
H 2.78 -0.21 3.20 0.00
O 4.38 0.13 2.04 0.00
H 3.52 1.39 3.46 0.00
H -6.20 -6.07 1.50 0.00
H 6.59 -1.46 2.17 0.00
H -6.29 0.19 -1.22 0.00
C -4.39 -0.84 -1.46 0.00
C -2.22 -1.71 -0.28 0.00
H -2.64 -6.76 0.82 0.00
H -5.46 -0.14 0.31 0.00
H -6.30 -1.44 -0.54 0.00
C -1.64 -2.79 0.39 -0.01
O -1.54 -0.60 -0.51 0.00
H -5.45 -4.65 2.24 0.00
I -0.35 2.57 -0.68 0.01
H 7.61 -1.38 0.72 0.00
```

5.
Formula: C24H30EuN2OS6
Source: OMol25
Level of theory: ωB97M-V/def2-TZVPD

The gap between HOMO and LUMO (alpha / beta) comes out at 6.724 / 7.731 eV. Its total charge is +1. As for the multiplicity: 7.

```
64
Properties=species:S:1:pos:R:3:mulliken_spin:R:1
C -1.12 -0.06 -3.48 0.00
H -5.02 -1.05 0.95 0.00
H 5.49 -3.20 -3.16 0.00
C -4.71 -0.86 -0.07 0.00
H 0.80 2.66 3.99 0.00
C -1.46 -0.38 -2.06 -0.01
S 2.00 1.50 1.49 -0.01
C -2.88 1.63 3.48 0.00
Eu -0.57 -0.03 0.98 6.11
H -0.93 5.03 0.33 0.00
C -1.40 4.04 0.37 0.00
C -5.21 -0.55 -2.39 0.00
H 2.54 0.20 3.36 0.00
H -1.82 0.65 -3.90 0.00
H 2.27 -4.23 -0.53 0.00
H -1.18 -0.98 -4.08 0.00
C -2.89 -0.45 -1.65 0.02
C 3.91 -3.58 -1.76 0.00
H -3.33 0.63 3.42 0.00
C 4.20 -2.36 -0.93 0.00
H -2.46 4.43 2.20 0.00
C 1.83 3.29 1.31 0.00
C 3.35 -5.81 -3.32 0.00
H 1.78 -6.21 -1.92 0.00
C -5.63 -0.79 -1.09 0.00
N -0.53 -0.64 -1.19 -0.02
S 1.47 -1.79 0.78 -0.02
C -3.87 -0.40 -2.66 0.00
C -1.76 3.69 1.82 0.00
S 3.31 -0.89 -1.46 0.00
H -3.57 -0.25 -3.69 0.00
S -0.31 2.88 -0.51 0.00
O -2.51 -0.74 0.70 -0.02
H 4.03 -2.54 0.14 0.00
H -0.87 3.70 2.45 0.00
H 5.25 -2.07 -1.04 0.00
C 2.28 1.26 3.26 0.00
C 4.67 -3.86 -2.89 0.00
H -1.29 2.64 4.53 0.00
H -0.11 0.31 -3.55 0.00
C 1.12 1.63 4.17 0.00
H 2.01 3.13 -0.83 0.00
H 5.00 -5.17 -4.54 0.00
H -2.31 4.10 -0.22 0.00
H 3.16 1.83 3.56 0.00
C 2.87 -4.43 -1.42 0.00
H 1.16 3.74 2.05 0.00
H -3.65 2.29 3.87 0.00
C -1.70 1.64 4.44 0.00
C -3.34 -0.69 -0.32 -0.01
C 1.32 3.56 -0.10 0.00
H 2.81 3.76 1.43 0.00
H 1.44 1.57 5.21 0.00
H -6.68 -0.92 -0.87 0.00
C 1.67 -1.11 -0.84 -0.01
S -0.33 0.54 3.95 -0.01
H -2.05 1.35 5.43 0.00
H 3.13 -6.68 -3.93 0.00
H 1.30 4.63 -0.29 0.00
H -5.93 -0.51 -3.20 0.00
S -2.53 2.06 1.76 0.00
C 4.40 -4.97 -3.67 0.00
N 0.79 -0.63 -1.67 0.00
C 2.59 -5.54 -2.20 0.00
```

6.
Formula: C24H30F18O12
Source: OMol25
Level of theory: ωB97M-V/def2-TZVPD

As for the SMILES: CCOC(=O)C(F)(F)F.CCOC(=O)C(F)(F)F.CCOC(=O)C(F)(F)F.CCOC(=O)C(F)(F)F.CCOC(=O)C(F)(F)F.CCOC(=O)C(F)(F)F. The gap between HOMO and LUMO comes out at 11.166 eV. As for the multiplicity: 1.

```
84
Properties=species:S:1:pos:R:3:mulliken_charge:R:1
H -0.86 7.31 -3.56 0.30
H 3.53 -2.26 0.54 0.44
H -4.11 6.30 -5.35 0.22
H -0.56 -2.73 4.41 0.24
H -1.48 6.77 -5.09 0.15
O 2.92 -4.97 6.74 -0.28
F -1.11 -7.52 3.64 -0.25
O 1.36 -1.90 -1.10 -0.16
H -2.11 2.62 2.34 0.30
H 1.46 -5.88 7.95 0.33
H -1.19 2.11 3.83 0.28
O 1.46 -6.21 5.60 -0.51
F 1.34 -1.00 -4.08 -0.29
C 0.62 7.25 -5.07 -0.25
O -0.97 -4.97 1.27 -0.58
C -0.23 3.62 2.60 -0.28
C -3.54 2.99 -5.10 0.40
H -2.83 -3.51 4.09 0.34
H -0.25 -2.82 2.62 -0.02
F 2.36 2.32 -0.61 -0.27
H 2.02 -1.88 1.41 0.12
C -2.10 -3.67 3.29 -0.36
C -1.06 -5.51 2.33 0.44
H -1.10 8.53 -4.85 0.40
F -1.52 1.81 -4.87 -0.19
C 0.53 -2.06 -2.11 0.17
C -1.46 2.92 3.17 -1.11
F -2.12 2.30 -6.88 -0.26
H -5.50 4.49 -4.64 0.31
H 2.93 -7.32 9.14 0.35
H -5.45 6.54 -6.48 0.39
O 0.38 2.63 1.73 -0.21
C 2.20 1.67 0.55 1.02
C -0.82 7.50 -4.63 -0.93
C 2.33 -5.39 5.65 0.22
C -4.69 5.83 -6.15 -1.03
F 2.08 -3.70 4.06 -0.22
C 0.71 4.90 -4.92 0.35
F -3.21 0.78 -5.78 -0.28
C -5.25 4.52 -5.70 -0.24
H 0.69 -3.45 0.05 0.20
C 3.41 -6.76 8.33 -1.05
H 3.57 -7.47 7.53 0.32
H -1.33 -1.62 3.41 0.41
H 2.18 -3.80 -0.92 0.31
O 1.16 6.06 -4.48 -0.32
H 0.63 7.10 -6.16 0.30
H -2.73 -3.54 2.40 0.33
F 4.13 -4.20 4.60 -0.26
H 1.29 8.06 -4.82 0.32
O -4.35 3.44 -6.04 -0.33
O -0.15 4.73 -5.74 -0.54
F 2.99 -5.55 3.39 -0.26
H 0.47 3.93 3.37 0.35
F 0.77 -6.93 2.77 -0.19
F 3.39 1.20 0.95 -0.27
O -3.55 3.31 -3.95 -0.56
F 1.98 2.98 -5.38 -0.27
C 1.68 2.67 1.59 0.27
F -0.72 -0.70 -3.55 -0.28
F 0.88 0.28 -2.42 -0.24
C 2.56 -2.64 0.84 -0.88
C -2.55 1.94 -5.66 0.97
F -0.81 -7.67 1.48 -0.25
H -6.17 4.24 -6.22 0.32
C -0.55 -6.96 2.57 0.80
C -0.99 -2.65 3.40 -0.64
C 1.52 3.70 -4.36 0.96
O 2.43 3.40 2.18 -0.54
F 0.67 2.94 -3.66 -0.23
H -4.01 5.70 -7.00 0.32
C 0.50 -0.82 -3.04 1.05
O -1.62 -5.00 3.40 -0.29
F 2.53 4.05 -3.58 -0.25
H -2.03 3.59 3.82 0.40
H -0.50 4.45 1.96 0.27
C 2.90 -4.70 4.42 1.02
H 4.36 -6.39 8.72 0.30
H 2.58 -4.80 8.71 0.32
H 2.67 -3.53 1.46 0.18
O -0.15 -3.01 -2.35 -0.53
C 2.52 -5.60 7.96 -0.26
F 1.40 0.64 0.34 -0.21
C 1.66 -3.08 -0.29 -0.10
```

no.,E_tot (eV)
1,-107998.1125
2,-69543.5074
3,-42702.9148
4,-169958.4953
5,-114739.6273
6,-98861.0601